[1]
ORCA calculation (ωB97M-V/def2-TZVPD) on C3H8N2O in the gas phase.

Structure (ORCA input):
```
! RIJCOSX wB97M-V def2-TZVPD def2/J DEFGRID3
* xyz 0 1
C 2.2445 0.3253 0.0800
N 1.3242 -0.7202 -0.2095
C 0.0490 -0.6100 -0.2124
O -0.5135 -1.7583 -0.6320
N -0.7629 0.4307 0.1096
C -2.2133 0.3804 0.1599
H 3.2450 -0.1157 0.0763
H 2.2279 1.1076 -0.6907
H 2.0906 0.7853 1.0666
H 0.4044 -2.1465 -0.7428
H -0.2996 1.2267 0.5202
H -2.6349 1.3174 -0.2209
H -2.6054 0.2131 1.1720
H -2.5559 -0.4359 -0.4762
*
```

**Relative energy (zero: lowest compared OMol25 entry of this formula, charge and spin)**: 32.35 kcal/mol
**Maximum force**: 1.4 eV/A
**HOMO-LUMO gap**: 9.5 eV

[2]
ORCA calculation (ωB97M-V/def2-TZVPD) on C3H8N2O in the gas phase.

Structure (ORCA input):
```
! RIJCOSX wB97M-V def2-TZVPD def2/J DEFGRID3
* xyz 0 1
C -1.7465 -0.0323 -0.9570
N -0.8193 0.1184 0.1683
C 0.5090 0.6399 -0.2309
C 1.6644 -0.1728 0.3308
N 1.3744 -0.8312 1.4771
O 2.7027 -0.2442 -0.2841
H -1.9011 0.9222 -1.4848
H -1.4125 -0.7832 -1.6677
H -2.7145 -0.2818 -0.5384
H -1.2301 0.7487 0.8406
H 0.5943 0.6406 -1.3117
H 0.5504 1.6908 0.0578
H 0.3909 -1.0311 1.6109
H 2.0380 -1.3839 1.9891
*
```

**Relative energy (zero: lowest compared OMol25 entry of this formula, charge and spin)**: 18.06 kcal/mol
**Maximum force**: 1.2 eV/A
**HOMO-LUMO gap**: 10.1 eV

[3]
ORCA calculation (ωB97M-V/def2-TZVPD) on C3H8N2O in the gas phase.

Structure (ORCA input):
```
! RIJCOSX wB97M-V def2-TZVPD def2/J DEFGRID3
* xyz 0 1
C 0.0217 1.5676 1.4379
C 0.4430 0.2934 0.7764
O 0.9224 -0.6277 1.3888
N 0.4200 0.3762 -0.6290
C -0.0392 -0.8498 -1.3341
N -1.4735 -0.9697 -1.4533
H -1.0000 2.0116 1.2334
H 0.6614 2.3892 1.1370
H 0.2040 1.4440 2.5087
H -0.0653 1.2046 -0.9664
H 0.4431 -1.5785 -0.6771
H 0.5097 -0.9264 -2.2774
H -1.8997 -0.3652 -0.7581
H -1.7806 -0.6571 -2.3663
*
```

**Relative energy (zero: lowest compared OMol25 entry of this formula, charge and spin)**: 21.90 kcal/mol
**Maximum force**: 2.0 eV/A
**HOMO-LUMO gap**: 10.3 eV

[4]
ORCA calculation (ωB97M-V/def2-TZVPD) on C3H8N2O in the gas phase.

Structure (ORCA input):
```
! RIJCOSX wB97M-V def2-TZVPD def2/J DEFGRID3
* xyz 0 1
C -0.4051 -1.4264 -0.9124
C -0.6661 0.0488 -0.7869
O -0.1305 0.8009 -1.8722
C 0.0768 0.6987 0.3545
N 0.2064 0.0981 1.4817
N 0.8369 0.8458 2.4809
H -0.7606 -1.8177 -1.8697
H 0.6418 -1.5661 -0.7825
H -0.9695 -1.9505 -0.1195
H -1.8086 0.1862 -0.6470
H -0.3660 0.4168 -2.7439
H 0.6300 1.7520 0.1806
H 1.3483 1.6870 2.1611
H 1.3662 0.2263 3.0753
*
```

**Relative energy (zero: lowest compared OMol25 entry of this formula, charge and spin)**: 60.54 kcal/mol
**Maximum force**: 2.7 eV/A
**HOMO-LUMO gap**: 9.8 eV

The evaluated E for the records listed, in turn: -303.84057 -303.86335 -303.85723 -303.79565 hartree.
The evaluated LUMO for the records listed, in turn: 0.89 0.90 0.77 0.95 eV.